(1)
8
Properties=species:S:1:pos:R:3 method="wB97M-V/def2-TZVPD" homo_ev="-14.564 / -14.563" lumo_energy_ev="-8.126 / -8.126" orbital_gap_ev="6.438 / 6.437" total_energy_ev=-14208.910 total_charge=+1 largest_force_ha_per_bohr=0.0978
C -0.40587 -1.56550 -0.00837
C 0.74807 0.23683 0.26091
C -0.68968 0.50191 -0.07737
N 0.77611 -1.77629 -0.00027
N -1.36380 -0.69468 0.14892
I 2.61014 1.00430 0.12484
H -0.84174 1.32627 0.64527
H -0.83324 0.96716 -1.09392

(2)
21
Properties=species:S:1:pos:R:3 method="wB97M-V/def2-TZVPD" homo_ev=-8.105 lumo_energy_ev=1.034 orbital_gap_ev=9.139 smiles="C=CCN/C=C/C.O" total_energy_ev=-9969.027 total_charge=0 largest_force_ha_per_bohr=0.0222
C 2.16973 -1.76738 0.31020
C 1.31892 -0.66018 0.84981
C 0.40948 -0.05869 0.09125
N -0.40966 0.99985 0.46785
C -1.76828 0.97540 -0.02885
C -3.30455 -0.83771 -0.71290
C -2.56896 -0.28352 0.22174
H 3.22506 -1.63078 0.56740
H 1.92145 -2.72288 0.77703
H 2.06991 -1.84672 -0.76896
H 1.52531 -0.33132 1.86464
H 0.31926 -0.34481 -0.94534
H -0.31372 1.28544 1.42840
H -1.80240 1.18012 -1.10297
H -2.33475 1.78649 0.42047
H -3.32575 -0.46795 -1.73446
H -3.94305 -1.69436 -0.55825
H -2.59468 -0.73377 1.20298
H 2.38635 1.04327 -0.31831
H 3.47453 2.05065 -0.68278
O 2.99691 1.29044 -1.03268

(3)
18
Properties=species:S:1:pos:R:3 method="wB97M-V/def2-TZVPD" homo_ev=-9.435 lumo_energy_ev=0.653 orbital_gap_ev=10.088 smiles="CCC(=O)NC.O" total_energy_ev=-9911.118 total_charge=0 largest_force_ha_per_bohr=0.0429
C 1.06789 0.72479 1.40145
C -0.21360 1.08721 2.13185
C 0.90442 0.66985 -0.14606
N -0.10440 1.47593 -0.68124
C -1.06913 0.89200 -1.59354
O 1.59179 -0.00287 -0.85741
H 1.56620 -0.22867 1.56785
H 1.78998 1.54089 1.53576
H -0.17814 0.78615 3.17652
H -0.52563 2.12035 1.99753
H -1.00513 0.51063 1.64479
H -0.29424 2.37334 -0.28787
H -1.91428 1.57814 -1.65092
H -1.48853 -0.00426 -1.11161
H -0.63443 0.67242 -2.56678
H -0.77714 -4.59055 -0.46058
H -1.30844 -3.16428 -0.56075
O -1.52988 -4.03865 -0.22994

(4)
40
Properties=species:S:1:pos:R:3 method="wB97M-V/def2-TZVPD" homo_ev=-8.462 lumo_energy_ev=0.637 orbital_gap_ev=9.099 smiles="COc1ccc(CNC(=O)CSCc2ccccc2Cl)cc1" total_energy_ev=-46864.450 total_charge=0 largest_force_ha_per_bohr=0.0123
C 1.07546 5.70896 -2.14878
H 0.64421 6.38075 -1.39966
O 0.23329 4.61140 -2.40452
C -0.06698 3.76783 -1.37887
C 0.40813 3.89048 -0.07782
C 0.03157 2.96858 0.88427
C -0.82251 1.92108 0.57871
C -1.28874 1.79921 -0.72655
C -0.91981 2.70819 -1.69385
H -1.28022 2.62505 -2.70699
H -1.95309 0.98659 -0.98339
C -1.18664 0.89491 1.61697
N -0.27885 -0.23646 1.54887
C 0.60887 -0.51889 2.52645
O 0.66740 0.08677 3.57346
C 1.49986 -1.70824 2.21358
H 2.43516 -1.61239 2.76250
H 1.69411 -1.82310 1.14650
S 0.76699 -3.25957 2.83469
C -0.70319 -3.41944 1.75906
C -0.36262 -3.50863 0.30369
C 0.74040 -4.24558 -0.11671
C 1.08348 -4.33057 -1.45253
C 0.32350 -3.67194 -2.40474
C -0.78519 -2.94317 -2.01514
C -1.12294 -2.86925 -0.67289
Cl -2.55015 -1.97463 -0.24053
H -1.39332 -2.43275 -2.74550
H 0.58668 -3.72743 -3.44956
H 1.94417 -4.90958 -1.74967
H 1.33343 -4.74904 0.63244
H -1.37233 -2.58581 1.96910
H -1.17540 -4.34312 2.09918
H -0.22317 -0.70902 0.66002
H -1.09576 1.30355 2.62532
H -2.20899 0.53649 1.45777
H 0.40957 3.06848 1.89104
H 1.06941 4.69595 0.19979
H 2.06856 5.38640 -1.81946
H 1.16565 6.23792 -3.09625

(5)
122
Properties=species:S:1:pos:R:3 method="wB97M-V/def2-TZVPD" homo_ev=-9.650 lumo_energy_ev=-0.796 orbital_gap_ev=8.854 smiles="C[N+](=O)[O-].C[N+](=O)[O-].C[N+](=O)[O-].C[N+](=O)[O-].C[N+](=O)[O-].C[N+](=O)[O-].COCCOC.COCCOC.COCCOC.COCCOC.COCCOC" total_energy_ev=-82023.652 total_charge=0 largest_force_ha_per_bohr=0.1444
C 6.09222 2.78509 0.86996
N 5.05053 1.98278 0.14921
O 4.93797 2.17757 -1.05118
O 4.36900 1.17105 0.76157
H 6.24103 2.37592 1.86922
H 5.57213 3.74266 0.84422
H 6.99485 2.85634 0.26311
C 4.64525 -2.31533 1.84972
N 6.04392 -2.05283 2.32601
O 6.87975 -2.87021 2.10286
O 6.27939 -0.95701 2.72528
H 4.04065 -1.65862 2.47525
H 4.51455 -3.38830 1.99028
H 4.63307 -2.07689 0.78619
C 0.99170 0.17772 -0.29621
N 1.13491 -1.17310 0.32573
O 1.80321 -1.22232 1.42087
O 0.60867 -2.08114 -0.30457
H 0.75849 0.18456 -1.36095
H 1.87680 0.80493 -0.18984
H 0.22759 0.65526 0.31712
C 1.95929 2.39599 2.60064
N 1.42094 3.30661 3.62712
O 1.08868 4.41493 3.25451
O 1.41758 2.90535 4.80904
H 2.95918 2.75961 2.36379
H 1.19233 2.50353 1.83362
H 1.87314 1.34322 2.86962
C 2.02416 -5.19689 -0.38253
N 2.51506 -6.28476 -1.32754
O 3.36091 -5.98590 -2.19680
O 2.17269 -7.43291 -1.12233
H 2.87676 -4.57139 -0.11808
H 1.68125 -5.79389 0.46251
H 1.26833 -4.66015 -0.95588
C 2.79509 5.06633 -1.71067
N 2.37019 4.79717 -0.27328
O 2.31966 3.62550 0.18547
O 2.09168 5.68883 0.36651
H 2.05700 5.78436 -2.06809
H 2.84539 4.20365 -2.37501
H 3.80468 5.46467 -1.60982
C -2.73771 4.15990 3.00300
O -2.52741 2.80870 2.59815
C -2.27638 1.90833 3.64099
C -1.98707 0.41672 3.09527
O -3.00174 0.00262 2.24053
C -3.28311 -1.37523 2.25096
H -1.84128 4.44169 3.55536
H -3.52881 4.23806 3.74877
H -3.04294 4.77663 2.15767
H -3.09809 1.84259 4.35414
H -1.34966 2.12061 4.17411
H -1.78052 -0.22817 3.94941
H -1.01307 0.34202 2.61168
H -2.39243 -1.90717 1.91656
H -4.09460 -1.71098 1.60531
H -3.40319 -1.42985 3.33295
C -2.17664 -4.31476 3.69338
O -1.06843 -3.36700 3.80831
C 0.17813 -3.97789 3.40353
C 1.41064 -3.14436 4.03721
O 1.46972 -3.38640 5.40280
C 2.34532 -2.42706 6.00060
H -2.09696 -5.29606 4.16116
H -2.31858 -4.45776 2.62217
H -3.11348 -3.88503 4.04799
H 0.17329 -3.96897 2.31357
H 0.31486 -4.99802 3.76233
H 1.29064 -2.09801 3.75642
H 2.39662 -3.39312 3.64469
H 2.21904 -2.48258 7.08184
H 2.21673 -1.40742 5.63743
H 3.38663 -2.61680 5.74025
C 0.69816 -2.41700 -3.23821
O 0.26378 -2.74814 -4.57480
C 0.08288 -1.64228 -5.35488
C -0.38908 -2.03032 -6.75418
O -1.62188 -2.71328 -6.88074
C -1.72736 -3.97636 -6.24710
H 1.66537 -1.91635 -3.28231
H 0.69289 -3.38067 -2.72889
H 0.08349 -1.66477 -2.74381
H 0.94495 -0.97591 -5.38460
H -0.76207 -1.10186 -4.92814
H 0.40537 -2.62798 -7.20111
H -0.36572 -1.20546 -7.46633
H -2.58563 -4.49761 -6.67108
H -1.98519 -3.99836 -5.18826
H -0.89981 -4.66558 -6.41514
C -6.94079 0.85385 -2.78486
O -6.92139 0.81097 -1.38407
C -5.97673 1.62405 -0.76643
C -4.68967 0.91111 -0.43397
O -3.94720 0.65041 -1.65933
C -2.76269 -0.12048 -1.58644
H -7.53170 1.68046 -3.17937
H -7.38665 -0.03987 -3.22142
H -6.02261 1.06827 -3.33173
H -6.41940 1.90180 0.19012
H -5.73997 2.57766 -1.23832
H -4.95729 -0.07874 -0.06428
H -4.15572 1.32201 0.42286
H -2.34451 -0.29755 -2.57733
H -2.94168 -1.08498 -1.11125
H -1.95341 0.35680 -1.03385
C -1.24099 5.13307 -0.25774
O -1.08632 4.55066 -1.55421
C -1.65332 3.27692 -1.83732
C -0.84489 2.52394 -2.93691
O 0.58808 2.44345 -2.65304
C 1.28517 1.69250 -3.61592
H -0.94878 4.61150 0.65367
H -2.22964 5.59061 -0.22116
H -0.52333 5.95290 -0.22698
H -2.71507 3.19086 -2.06840
H -1.57721 2.58391 -0.99944
H -1.01387 3.15620 -3.80857
H -1.35038 1.62914 -3.30013
H 2.34501 1.93783 -3.54776
H 0.91046 1.90868 -4.61640
H 1.18732 0.60729 -3.64512